Record 1
Formula: C3H5NS
Source: OMol25
Level of theory: the ωB97M-V functional and the def2-TZVPD basis

Properties
Total charge: 0
Structure (SMILES): C=C=CNS
HOMO: -0.2922 Eh
Calculated total energy: -15514.1002 eV
Gap between HOMO and LUMO: 8.7 eV
Lowest unoccupied orbital energy: 0.778 eV
Strongest force on any atom: 0.05086 hartree/bohr

Each line ends with the Mulliken charge.
Geometry (Å):
1 C 0.2093 0.4574 0.1712  0.06
2 C -1.0285 -0.0367 0.1301  -0.13
3 C -2.1983 -0.0950 -0.4194  -0.59
4 N 1.2680 -0.3961 0.1391  -0.31
5 S 2.8856 -0.1022 -0.1489  -0.14
6 H 0.2640 1.3459 0.7282  0.30
7 H 3.1159 0.4610 0.9679  0.10
8 H -3.1109 -0.5660 0.0976  0.20
9 H -2.3330 0.2258 -1.4733  0.23
10 H 0.9279 -1.2944 -0.1925  0.27

Record 2
Formula: C3H5NS
Source: OMol25
Level of theory: the ωB97M-V functional and the def2-TZVPD basis

Properties
Total charge: 0
Structure (SMILES): C=[NH+][S-].C#C
HOMO (alpha / beta): -0.2879 / -0.2879 Eh
Calculated total energy: -15512.5788 eV
Gap between HOMO and LUMO (alpha / beta): 7.5 / 7.5 eV
Lowest unoccupied orbital energy (alpha / beta): -0.315 / -0.311 eV
Strongest force on any atom: 0.10083 hartree/bohr

Each line ends with the Mulliken charge.
Geometry (Å):
1 C -2.1999 1.6216 -0.0027  -0.45
2 C 1.1401 1.5500 -0.9571  -0.37
3 C -2.6582 0.5543 0.1070  -0.45
4 N 0.5081 1.1082 0.1204  -0.20
5 S 0.1611 -0.4959 0.2851  -0.32
6 H -1.6991 2.5124 -0.3298  0.43
7 H -0.0666 1.5862 0.7841  0.32
8 H 1.2718 2.6506 -0.9946  0.28
9 H 1.3660 0.9938 -1.8057  0.30
10 H -2.9838 -0.3794 0.3109  0.47

Record 3
Formula: C3H5NS2
Source: OMol25
Level of theory: the ωB97M-V functional and the def2-TZVPD basis

Properties
Total charge: 0
Structure (SMILES): CC(=S)C(N)=S
HOMO: -0.3191 Eh
Calculated total energy: -26351.5131 eV
Gap between HOMO and LUMO: 7.2 eV
Lowest unoccupied orbital energy: -1.523 eV
Strongest force on any atom: 0.04879 hartree/bohr

Each line ends with the Mulliken charge.
Geometry (Å):
1 C -0.3239 1.6925 0.1023  -0.96
2 C -0.6539 0.1567 -0.1797  0.29
3 C 0.6102 -0.6722 -0.1265  0.32
4 H -0.1304 1.9147 1.2219  0.27
5 H 0.5669 2.0756 -0.5499  0.33
6 H -1.2426 2.3414 -0.2527  0.28
7 H 1.3052 -2.4875 -0.0478  0.23
8 H -0.5291 -2.5008 0.2553  0.23
9 N 0.4106 -2.0217 0.1240  -0.41
10 S -2.1479 -0.4819 -0.2711  -0.26
11 S 2.1350 -0.0168 -0.2758  -0.31

Record 4
Formula: C3H5NS2
Source: OMol25
Level of theory: the ωB97M-V functional and the def2-TZVPD basis

Properties
Total charge: 0
Structure (SMILES): N=C=S.CC=S
HOMO: -0.3279 Eh
Calculated total energy: -26350.9965 eV
Gap between HOMO and LUMO: 8.3 eV
Lowest unoccupied orbital energy: -0.644 eV
Strongest force on any atom: 0.07987 hartree/bohr

Each line ends with the Mulliken charge.
Geometry (Å):
1 C 1.4906 -0.7087 1.6695  0.43
2 C -0.5811 0.0926 -1.5062  -0.11
3 C -1.3316 0.3235 -0.2375  -0.74
4 N 1.9569 0.2556 1.0778  -0.38
5 S 0.8454 -1.8022 2.5411  -0.35
6 S 0.7147 1.0627 -1.6837  -0.28
7 H -0.7408 -0.6263 -2.2641  0.36
8 H -1.9903 1.1706 -0.2329  0.30
9 H -0.6296 0.5112 0.4789  0.24
10 H -1.9150 -0.5990 0.0650  0.26
11 H 2.1807 0.3201 0.0920  0.27

Record 5
Formula: C3H5NS2
Source: OMol25
Level of theory: the ωB97M-V functional and the def2-TZVPD basis

Properties
Total charge: 0
Structure (SMILES): C=CN(S)C=S
HOMO: -0.3133 Eh
Calculated total energy: -26350.9716 eV
Gap between HOMO and LUMO: 8.6 eV
Lowest unoccupied orbital energy: 0.031 eV
Strongest force on any atom: 0.02836 hartree/bohr

Each line ends with the Mulliken charge.
Geometry (Å):
1 C 1.0538 0.3092 -0.0319  0.34
2 C 1.6897 -0.8802 -0.0345  -0.91
3 C -1.2580 -0.4816 -0.0224  0.16
4 H -2.1700 1.7932 0.0582  0.09
5 H 1.6171 1.2367 -0.0086  0.31
6 H 1.1340 -1.8381 0.1491  0.20
7 H 2.7838 -0.9154 -0.0373  0.25
8 H -0.7546 -1.4585 -0.0061  0.05
9 N -0.3510 0.5001 -0.0239  -0.01
10 S -0.8477 2.1624 -0.0176  -0.08
11 S -2.8970 -0.4279 -0.0251  -0.40

Record 6
Formula: C3H5NdO4
Source: OMol25
Level of theory: the ωB97M-V functional and the def2-TZVPD basis

Properties
Total charge: +1
HOMO (alpha / beta): -0.4267 / -0.4866 Eh
Calculated total energy: -26651.6020 eV
Spin multiplicity: 5
Gap between HOMO and LUMO (alpha / beta): 6.9 / 8.5 eV
Lowest unoccupied orbital energy (alpha / beta): -4.732 / -4.724 eV
Strongest force on any atom: 0.07805 hartree/bohr

Each line ends with the Mulliken spin population.
Geometry (Å):
1 O -1.5771 -1.0797 0.5834  0.00
2 C -0.7913 -0.0043 0.4734  0.00
3 C -2.8769 -0.7894 0.0572  0.00
4 O 0.2618 0.0750 1.1377  0.00
5 O -1.5233 1.0921 0.2315  0.00
6 C -2.8966 0.7415 0.0253  0.00
7 Nd 2.5515 -0.0819 -0.2472  4.02
8 H -3.6253 -1.2210 0.7290  0.00
9 H -2.9633 -1.2369 -0.9406  0.00
10 H -3.4927 1.1770 0.8358  0.00
11 H -3.2067 1.1474 -0.9430  0.00
12 O 0.5244 -0.5444 -1.4695  -0.01
13 H 0.0519 0.0373 -2.0664  0.00

Record 7
Formula: C3H5O2
Source: OMol25
Level of theory: the ωB97M-V functional and the def2-TZVPD basis

Properties
Total charge: -1
Structure (SMILES): CCC(=O)[O-]
HOMO: -0.1303 Eh
Calculated total energy: -7287.1895 eV
Gap between HOMO and LUMO: 8.0 eV
Lowest unoccupied orbital energy: 4.459 eV
Strongest force on any atom: 0.12970 hartree/bohr

Each line ends with the Mulliken charge.
Geometry (Å):
1 O -0.6856 1.7207 0.4062  -0.75
2 C -1.3045 0.5858 0.1721  0.44
3 O -2.4403 0.3379 0.4667  -0.67
4 C -0.3127 -0.5331 -0.2666  -0.40
5 C 1.2092 -0.1857 0.0571  -0.73
6 H -0.7328 -0.2070 -1.2751  0.09
7 H -0.6179 -1.5619 0.0086  0.31
8 H 1.3987 0.4096 1.0171  0.23
9 H 1.4671 0.4544 -0.7378  0.21
10 H 2.0188 -1.0207 0.1516  0.28

Record 8
Formula: C3H5O2
Source: OMol25
Level of theory: the ωB97M-V functional and the def2-TZVPD basis

Properties
Total charge: +1
HOMO: -0.5892 Eh
Calculated total energy: -7277.5471 eV
Gap between HOMO and LUMO: 11.0 eV
Lowest unoccupied orbital energy: -5.037 eV
Strongest force on any atom: 0.08133 hartree/bohr

Each line ends with the Mulliken charge.
Geometry (Å):
1 C -1.9758 -0.8084 0.1493  0.00
2 C 0.6387 0.1794 -0.7033  0.87
3 C 1.5652 0.6195 0.2597  -0.87
4 O -0.9002 -0.4167 0.5652  -0.43
5 O 0.2309 -0.0670 -1.7273  -0.14
6 H -2.2347 -0.6976 -0.9508  0.21
7 H -2.7999 -0.9011 0.7564  0.32
8 H 2.2965 -0.1586 0.6120  0.34
9 H 0.9671 0.8614 1.2699  0.36
10 H 2.2122 1.3890 -0.2311  0.34

Record 9
Formula: C3H5O2P
Source: OMol25
Level of theory: the ωB97M-V functional and the def2-TZVPD basis

Properties
Total charge: 0
Structure (SMILES): O=C(P)[C@@H]1CO1
HOMO: -0.3467 Eh
Calculated total energy: -16572.1813 eV
Gap between HOMO and LUMO: 9.5 eV
Lowest unoccupied orbital energy: 0.105 eV
Strongest force on any atom: 0.08502 hartree/bohr

Each line ends with the Mulliken charge.
Geometry (Å):
1 C -0.4352 1.2166 0.7460  0.34
2 C 1.4515 -0.0077 -0.9723  -0.32
3 C 0.0981 1.0097 -0.6836  -0.18
4 O 0.1988 1.8975 1.5326  -0.50
5 O 1.2968 1.3737 -1.2603  -0.36
6 P -2.0107 0.3494 0.9576  -0.12
7 H 1.9773 -0.1738 -0.0160  0.27
8 H 1.3130 -0.7322 -1.7717  0.28
9 H -0.5700 0.8624 -1.5077  0.45
10 H -1.3362 -0.8103 1.4212  0.07
11 H -2.5534 0.9889 2.0749  0.07

Record 10
Formula: C3H5O2P
Source: OMol25
Level of theory: the ωB97M-V functional and the def2-TZVPD basis

Properties
Total charge: 0
HOMO: -0.3000 Eh
Calculated total energy: -16571.0646 eV
Gap between HOMO and LUMO: 8.9 eV
Lowest unoccupied orbital energy: 0.783 eV
Strongest force on any atom: 0.10007 hartree/bohr

Each line ends with the Mulliken charge.
Geometry (Å):
1 C -0.3557 -0.7635 1.2211  0.33
2 C 0.1897 -0.1667 -1.5177  -0.21
3 C -0.9049 0.0269 -0.6742  -0.07
4 O -1.0701 -1.6171 1.6505  -0.42
5 O -0.0844 1.1250 -0.9508  -0.41
6 P 1.2364 0.0973 1.7765  -0.02
7 H 1.1420 -0.4763 -1.0907  0.19
8 H -0.0238 -0.2723 -2.6561  0.21
9 H -1.9890 0.0485 -0.8185  0.32
10 H 1.2628 0.9531 0.6791  0.06
11 H 0.5969 1.0451 2.3809  0.04

Calculated relative energy (zero: lowest compared OMol25 entry of this formula, charge and spin) (kcal per mole), listed in the same order as above: 63.9, 99.0, 28.1, 40.0, 40.6, 27.0, 30.8, 27.1, 82.9, 108.6